Record 1
{
  "formula": "C3H7NO",
  "method": "the ωB97M-V functional and the def2-TZVPD basis",
  "species": ["C", "N", "C", "C", "O", "H", "H", "H", "H", "H", "H", "H"],
  "coordinates": [[-1.85, 0.20, -0.01], [-0.50, -0.48, -0.14], [0.63, 0.45, -0.06], [1.94, -0.27, -0.06], [0.43, 1.61, 0.00], [-2.05, 0.98, -0.85], [-2.56, -0.74, -0.16], [-2.07, 0.50, 0.90], [-0.35, -1.17, 0.44], [2.00, -0.86, -0.81], [2.27, 0.66, -0.04], [2.11, -0.87, 0.79]],
  "e_homo_ha": -0.354,
  "lumo_ev": 1.0,
  "e_tot_ha": -248.4243,
  "e_above_lowest_ev": 2.780,
  "smiles": "CNC(C)=O",
  "orbital_gap_ev": 10.59
}

---

Record 2
{
  "formula": "C3H7NO2",
  "method": "the ωB97M-V functional and the def2-TZVPD basis",
  "species": ["N", "C", "C", "O", "C", "O", "H", "H", "H", "H", "H", "H", "H"],
  "coordinates": [[1.02, 0.73, 0.96], [0.32, 0.22, -0.22], [1.06, -1.00, -0.75], [0.59, -2.08, -0.94], [-1.14, -0.03, 0.04], [-1.88, 1.12, -0.37], [2.03, 0.76, 0.77], [0.92, 0.03, 1.69], [0.40, 0.97, -1.00], [2.13, -0.81, -0.95], [-1.37, -0.24, 1.10], [-1.46, -0.89, -0.56], [-2.63, 1.23, 0.23]],
  "e_homo_ha": -0.351,
  "lumo_ev": 0.8,
  "e_tot_ha": -323.7122,
  "e_above_lowest_ev": 1.870,
  "smiles": "N[C@@H](C=O)CO",
  "orbital_gap_ev": 10.39
}

---

Record 3
{
  "formula": "C3H7NO2",
  "method": "the ωB97M-V functional and the def2-TZVPD basis",
  "species": ["C", "C", "C", "O", "N", "O", "H", "H", "H", "H", "H", "H", "H"],
  "coordinates": [[-0.84, 1.54, 0.17], [-0.31, 0.13, 0.26], [1.19, -0.12, 0.41], [1.50, -0.41, -0.95], [-1.14, -0.76, -0.17], [-0.55, -2.03, -0.31], [-1.92, 1.55, 0.35], [-0.32, 2.13, 0.93], [-0.68, 2.03, -0.81], [1.50, -0.95, 1.09], [1.88, 0.71, 0.70], [0.98, -1.23, -1.06], [-1.28, -2.59, -0.63]],
  "e_homo_ha": -0.352,
  "lumo_ev": 0.9,
  "e_tot_ha": -323.6616,
  "e_above_lowest_ev": 3.248,
  "smiles": "C/C(CO)=N/O",
  "orbital_gap_ev": 10.46
}

---

Record 4
{
  "formula": "C3H7NO2",
  "method": "the ωB97M-V functional and the def2-TZVPD basis",
  "species": ["N", "C", "C", "C", "O", "O", "H", "H", "H", "H", "H", "H", "H"],
  "coordinates": [[-0.51, 0.53, 2.21], [0.46, -0.27, 1.47], [-0.20, -0.91, 0.20], [-0.01, 0.06, -0.95], [-0.02, 1.26, -0.99], [0.31, -0.66, -2.08], [-0.44, 1.54, 2.19], [-1.45, 0.26, 1.97], [0.93, -1.04, 2.06], [1.19, 0.44, 1.08], [0.34, -1.81, -0.10], [-1.27, -1.09, 0.29], [0.14, -0.13, -2.86]],
  "e_homo_ha": -0.335,
  "lumo_ev": 0.8,
  "e_tot_ha": -323.7472,
  "e_above_lowest_ev": 0.919,
  "smiles": "NCCC(=O)O",
  "orbital_gap_ev": 9.89
}